C20H51F4HgN5O16S4 | ωB97M-V with the def2-TZVPD basis set

Results
HOMO energy = -0.2839 hartree
frontier orbital gap = 6.15 eV
2S+1 = 1
E = -4415.3734 a.u.
net charge = 0

Cartesian coordinates (Å):
H1 -21.098120 -13.288910 -12.712310
H2 -22.182430 -11.840710 -12.432960
C1 -16.913570 -14.002850 -2.961050
S1 -21.186430 -17.712320 0.043800
N1 -15.291430 -17.528860 3.162280
H3 -19.818280 -13.133770 -2.085740
H4 -16.292240 -17.432580 3.066310
C2 -14.493220 -16.847230 2.131870
C3 -21.861890 -15.003550 -3.779320
C4 -14.990440 -18.972920 3.351800
H5 -16.135370 -12.780440 1.815280
H6 -22.836050 -14.005000 -8.167020
N2 -21.015890 -17.372500 -3.848740
C5 -21.869720 -13.658950 -8.533840
C6 -20.466740 -17.660530 -5.154630
H7 -17.558840 -13.125240 -2.999950
H8 -16.120760 -13.490340 0.137850
H9 -14.388000 -22.843730 3.856130
H10 -21.900740 -14.736440 -10.479820
H11 -16.537690 -14.175030 -4.999570
O1 -22.004350 -19.400430 -5.830450
H12 -20.879060 -18.246780 -7.280190
H13 -19.868200 -16.830100 -5.529110
O2 -19.704660 -15.561410 1.683280
O3 -15.603000 -14.663130 1.856170
O4 -17.511860 -20.420680 -3.597100
C7 -21.373050 -18.188490 -6.310300
O5 -20.272020 -18.371280 0.961720
F1 -17.898480 -17.587780 -0.445440
H14 -22.551720 -16.725260 -2.578020
H15 -23.093850 -13.468800 -10.182630
H16 -19.941110 -12.889620 -3.824300
O6 -17.542790 -19.937300 -0.856790
H17 -20.342910 -10.313720 -12.203300
S2 -20.648860 -15.441580 0.567380
F2 -17.403200 -18.562160 -5.048300
C8 -20.227200 -11.360490 -12.484320
O7 -15.541000 -18.793790 -3.604690
O8 -22.583340 -17.738190 0.432260
C9 -16.964540 -14.866860 -4.273440
C10 -22.204420 -16.537890 -3.594080
S3 -16.996700 -19.034310 -3.538240
H18 -21.317090 -12.604160 -2.747760
C11 -19.934030 -13.699570 -7.243600
C12 -14.286680 -21.763700 3.749470
H19 -19.789330 -18.431400 -4.787250
H20 -14.168270 -18.947490 4.066980
C13 -23.127230 -19.893520 -6.665990
H21 -13.909570 -17.556620 1.545160
C14 -17.902150 -10.764260 -12.533580
H22 -16.363360 -16.420760 1.117100
H23 -20.254050 -12.851310 -10.320880
H24 -22.063000 -17.418600 -6.655740
H25 -17.878470 -10.577830 -13.607250
H26 -23.720940 -19.067920 -7.058410
O9 -20.711010 -14.414270 -8.053350
F3 -21.093420 -18.720010 -1.181120
H27 -17.447370 -13.760960 1.203470
C15 -15.413890 -15.915200 1.293160
C16 -14.959790 -20.025530 2.240910
F4 -19.690520 -14.292110 -0.131570
N3 -17.685780 -17.874190 -2.773450
H28 -20.372970 -11.248720 -13.558740
C17 -20.471950 -13.262630 -2.948420
H29 -16.523330 -15.323820 -1.510010
H30 -15.932100 -13.745390 -2.562890
O10 -15.713420 -18.241990 -0.882700
H31 -15.813480 -19.835710 1.590310
O11 -15.220060 -21.276330 2.764220
H32 -20.484020 -13.123040 -6.499820
H33 -13.962720 -20.151280 1.818840
H34 -14.546360 -21.392190 4.740760
H35 -22.718780 -14.417180 -3.447650
H36 -18.218330 -15.446090 -5.636240
H37 -22.888560 -20.354620 -7.624380
H38 -21.850930 -14.783800 -4.846880
H39 -14.997260 -15.950400 0.286540
H40 -19.249260 -13.024320 -7.756650
H41 -13.256650 -21.497010 3.512810
H42 -21.824070 -12.626110 -8.188510
O12 -18.257450 -15.374830 -4.679690
Hg1 -19.279800 -16.351120 -2.520720
H43 -16.993230 -11.314000 -12.289130
H44 -15.863320 -19.178300 3.971480
H45 -18.062830 -9.896930 -11.893250
H46 -19.304800 -14.315630 -6.601240
C18 -21.296180 -12.394030 -12.122340
N4 -20.586510 -16.585310 -0.738160
H47 -23.060780 -16.796840 -4.216720
S4 -17.062900 -18.617140 -1.309980
H48 -16.177150 -15.619290 -4.229120
H49 -23.707530 -20.582110 -6.051810
H50 -21.458780 -18.279470 -3.885500
O13 -20.669290 -14.661470 -3.090230
H51 -13.715920 -16.331370 2.695600
O14 -21.834780 -14.697890 0.713210
C19 -22.049940 -13.749300 -10.042340
N5 -21.209530 -12.723470 -10.622240
O15 -17.299490 -14.930530 -1.915600
O16 -18.864790 -11.765620 -12.353090
C20 -16.363860 -13.643060 1.189370

Atoms 1-3, force components in eV/Å:
H -0.328 -0.024 -0.263
H -0.565 -0.664 0.461
C -0.284 -2.675 0.218

These are the Mulliken partial charges, in e, on atoms 1 to 8: 0.32, 0.30, -0.62, 0.79, -0.31, 0.16, 0.32, -0.61

C6H11N | ωB97M-V with the def2-TZVPD basis set

Results
HOMO energy (spin up / spin down) = -0.4786 / -0.5317 hartree
frontier orbital gap (spin up / spin down) = 8.37 / 7.88 eV
2S+1 = 2
E = -289.5888 a.u.
net charge = +1

Cartesian coordinates (Å):
H1 -3.720848 -2.425977 0.662318
C1 -2.827756 -2.187825 1.070234
H2 1.643582 -0.255163 -0.632606
H3 1.442415 2.692943 0.080833
H4 3.166118 1.781051 -2.140482
H5 -2.277668 -3.133981 1.125765
H6 3.505083 2.801763 -0.789440
H7 -2.704627 -0.105099 0.291550
H8 -0.766445 1.084785 0.725185
H9 -0.492358 -1.901990 -0.317397
C2 -0.125230 0.233355 0.109698
C3 3.048299 1.875162 -0.991235
H10 -2.984790 -2.078545 2.195590
N1 1.600968 1.960649 -0.599160
H11 3.521469 0.954082 -0.631735
C4 -2.220826 -1.041415 0.314694
C5 -0.909618 -0.926668 -0.129893
C6 1.102231 0.672874 -0.343917

Atoms 1-3, force components in eV/Å:
H -3.242 -0.635 -1.135
C 2.570 -0.244 1.607
H 0.637 1.375 -0.620

These are the Mulliken partial charges, in e, on atoms 1 to 8: 0.38, -1.12, 0.26, 0.35, 0.29, 0.36, 0.37, 0.40

C4H8BrClO | ωB97M-V with the def2-TZVPD basis set

Results
HOMO energy = -0.3294 hartree
frontier orbital gap = 9.69 eV
2S+1 = 1
E = -3266.5670 a.u.
net charge = 0

Cartesian coordinates (Å):
Cl1 -0.339630 -1.642388 -1.374161
C1 -1.480530 -0.251359 0.685202
H1 1.834396 -1.818292 -0.438159
C2 -0.152520 -0.394152 -0.083922
H2 1.015432 -1.055598 1.558166
H3 0.366037 2.023662 0.042350
H4 0.911755 1.423687 -1.598324
H5 1.369631 0.569810 0.842481
O1 2.152124 -0.972187 -0.085496
H6 -2.199212 -0.460450 -0.128267
Br1 -1.529522 1.947150 -1.673904
C3 0.026129 1.500625 -0.873728
C4 1.130588 -0.462472 0.634994
H7 -1.548899 -1.051815 1.365121
H8 -1.555779 0.643778 1.127647

Atoms 1-3, force components in eV/Å:
Cl 0.164 0.561 0.532
C 1.408 -3.472 -3.759
H 0.412 0.179 -0.109

These are the Mulliken partial charges, in e, on atoms 1 to 8: -0.22, -1.52, 0.34, 0.53, 0.29, 0.43, 0.36, 0.25

C16H35FeNO6P2S3Se | ωB97M-V with the def2-TZVPD basis set

Results
HOMO energy (spin up / spin down) = -0.1939 / -0.1924 hartree
frontier orbital gap (spin up / spin down) = 6.62 / 7.75 eV
2S+1 = 2
E = -6679.4871 a.u.
net charge = -1

Cartesian coordinates (Å):
H1 3.033430 3.661536 0.528378
H2 -5.239303 -1.423303 -0.244270
C1 -2.531543 -1.563368 -3.726913
H3 -2.435081 -2.949165 -2.063613
C2 4.368871 1.183931 1.847014
H4 -2.026163 -1.448801 -4.688965
H5 3.614782 -0.361988 3.846028
H6 3.881676 1.010164 -2.340941
H7 0.285520 1.988496 -1.519550
H8 -2.179521 -3.666146 -3.662207
H9 4.443168 2.085114 1.241834
O1 -2.093929 1.449016 3.982382
H10 -2.747390 -1.476961 1.520502
C3 1.187387 2.486626 0.408911
O2 0.242375 1.219030 3.161120
H11 3.708050 -1.489113 0.031823
H12 -5.346315 0.151337 1.620254
H13 -3.316036 -2.829094 0.521927
H14 3.298088 -1.366115 2.429713
H15 4.899831 0.378090 1.338900
H16 -3.776091 0.845877 1.184953
C4 1.415957 -3.020444 1.437958
C5 3.046186 -1.254825 -0.804294
H17 2.197852 3.473743 2.082172
S1 -2.533998 2.010119 -1.379061
H18 -4.238488 -2.485749 -4.643468
P1 1.754918 0.748387 0.737385
H19 -4.566678 -1.794618 -3.042852
H20 2.198506 -1.934337 -0.756961
H21 1.549734 4.548458 0.851575
C6 3.767265 1.111651 -1.259247
C7 2.930654 0.779634 2.174012
H22 2.478420 1.548311 2.800227
C8 2.938969 -0.508126 2.999350
H23 0.375180 3.693469 -1.159383
H24 0.225026 2.501346 0.922634
C9 -4.666472 0.358419 0.790867
C10 -3.620239 -1.927617 1.054931
O3 -1.508684 1.014185 1.591017
S2 -1.185588 0.809678 3.086159
H25 3.610117 2.167855 -1.042721
P2 -2.322086 0.106356 -1.528078
H26 1.805089 0.312073 -1.538822
H27 -0.896482 -2.714751 -2.897005
H28 -4.301784 -2.210039 1.859963
S3 -0.569292 -0.759326 -0.799789
H29 4.890501 1.370181 2.788806
N1 0.831739 -2.017042 1.407018
H30 3.593986 -1.460919 -1.727518
O4 -3.561296 -0.800966 -1.101452
C11 2.055300 3.593065 1.009108
H31 1.952871 -0.742242 3.391390
C12 -1.973220 -2.794419 -3.037377
Fe1 -0.136785 -0.354585 1.351404
C13 -4.321179 -0.958277 0.126754
Se1 2.350450 -4.539600 1.430776
C14 2.609637 0.209096 -0.807767
C15 0.919189 2.751356 -1.072150
O5 -1.148605 -0.701164 3.136949
O6 -2.202876 -0.320649 -3.066181
H32 -5.155739 1.034527 0.090687
H33 4.707799 0.808630 -0.802473
H34 1.842347 2.841057 -1.649668
H35 -4.382791 -0.729722 -4.445458
C16 -4.027216 -1.647341 -3.976697

Atoms 1-3, force components in eV/Å:
H 0.002 -0.002 0.003
H 0.003 0.010 0.010
C 0.030 0.027 -0.019

These are the Mulliken partial charges, in e, on atoms 1 to 8: 0.22, 0.15, 0.56, 0.12, -1.75, 0.33, 0.53, 0.42